(1)
The following is a quantum chemistry calculation of a single C6H13N molecule in a non-equilibrium geometry, from OMol25.

CARTESIAN COORDINATES (ANGSTROEM)
C  -0.37208  -1.26501  -0.40459
C  -0.81328  -0.47131  0.83006
C  -2.22662  0.09117  1.02354
C  -2.44018  0.83936  2.04338
C  1.06791  -1.07012  -0.95341
N  1.71781  0.17315  -0.46404
C  2.30510  1.17358  -1.30354
H  -0.56507  -2.35269  -0.21159
H  -0.92994  -0.87090  -1.28507
H  -0.30373  0.59613  0.69362
H  -0.45255  -0.71686  1.77357
H  -3.07401  -0.39002  0.44971
H  -3.47879  1.09666  2.31917
H  -1.65987  1.23799  2.74443
H  0.94064  -1.13268  -2.04996
H  1.75792  -1.96659  -0.69186
H  1.01213  0.56675  0.20367
H  2.17720  0.98023  -2.41187
H  1.92063  2.26278  -1.21957
H  3.41680  1.21840  -1.08565

Summary:
- total energy (eV) = -7920.0799
- F_max (Eh/bohr) = 0.0978
- SMILES = C=CCCCNC
- ΔE to the lowest compared entry with this formula, charge and spin (kJ/mol) = 265.6
- lowest unoccupied orbital energy (eV) = 1.12
- spin multiplicity = 1

(2)
The following is a quantum chemistry calculation of a molecular structure, C31H50BrN5P2Ti in a non-equilibrium geometry, from OMol25.

CARTESIAN COORDINATES (ANGSTROEM)
C  1.18255  0.26091  -7.96737
C  0.38940  1.00159  -7.08008
C  -0.51639  1.94227  -7.59266
C  -0.59389  2.10198  -8.98151
N  0.16917  1.38757  -9.81001
C  1.03524  0.48831  -9.34064
C  0.50562  0.79566  -5.66950
C  0.59424  0.65618  -4.46602
C  0.65173  0.44631  -3.07870
C  0.55232  -0.86913  -2.59553
C  0.55884  -1.10001  -1.22112
C  0.56575  0.03786  -0.38093
C  0.75944  1.34257  -0.83712
C  0.77153  1.54653  -2.21006
Ti  0.95835  -0.86280  1.33155
P  -1.27684  -1.54953  1.77342
H  -1.14116  2.53578  -6.93563
H  1.89533  -0.47028  -7.60440
H  -1.29017  2.82487  -9.41206
H  1.63733  -0.07563  -10.05615
H  0.86436  2.54390  -2.63803
H  0.46780  -1.68582  -3.31661
H  0.90105  2.15806  -0.13481
H  0.49205  -2.14407  -0.87782
C  -1.85712  -1.56117  3.49640
C  -3.37332  -1.63893  3.68920
H  -1.46091  -0.64072  3.95894
H  -1.35671  -2.40577  3.99939
H  -3.58293  -1.75481  4.75879
H  -3.88081  -0.72750  3.36264
H  -3.82548  -2.49273  3.17834
C  -2.42916  -0.45303  0.84475
C  -3.20554  -1.11503  -0.28839
H  -1.82070  0.36754  0.43165
H  -3.11284  0.01853  1.56525
H  -3.84494  -0.36213  -0.76800
H  -2.53574  -1.51089  -1.06169
H  -3.85587  -1.92439  0.06628
C  -1.35197  -3.24784  1.09360
C  -2.49066  -4.12417  1.61298
H  -0.38784  -3.73985  1.31445
H  -1.40996  -3.17884  -0.00379
H  -2.41780  -5.10758  1.13162
H  -2.42813  -4.28840  2.69272
H  -3.47805  -3.72028  1.36737
Br  1.13827  1.09878  2.63619
P  -2.10646  4.60516  1.66216
C  -3.12353  3.07268  1.80108
C  -4.26484  3.25189  2.80920
H  -2.46163  2.24235  2.08729
H  -3.52759  2.86161  0.79958
H  -5.02781  2.47626  2.66998
H  -3.90139  3.18218  3.84186
H  -4.75093  4.22864  2.68533
C  -0.58078  4.21669  2.61036
C  0.09179  5.46503  3.19041
H  0.10755  3.66313  1.95716
H  -0.89108  3.54085  3.41904
H  0.79147  5.17200  3.98295
H  0.66010  6.01317  2.42833
H  -0.65291  6.14294  3.62641
C  -1.53057  4.56571  -0.08723
C  -2.40945  5.43587  -0.99334
H  -1.50552  3.52198  -0.43300
H  -0.50055  4.95096  -0.07498
H  -1.89290  5.63390  -1.93890
H  -3.35979  4.94483  -1.22995
H  -2.63115  6.40037  -0.52162
C  3.04760  -2.77686  0.15767
N  2.65084  -2.16179  1.47095
C  3.83258  -1.33658  1.95482
N  5.06494  -2.16137  2.10806
C  5.37946  -2.77458  0.79821
N  4.26956  -3.61385  0.28562
C  4.00987  -4.67085  1.29246
N  3.66448  -4.11285  2.62280
C  2.44809  -3.26989  2.47515
C  4.78625  -3.25457  3.06557
H  3.26085  -1.98302  -0.57067
H  2.24532  -3.43160  -0.19865
H  3.59539  -0.90288  2.93161
H  4.04942  -0.54447  1.22378
H  6.26310  -3.41387  0.91495
H  5.57583  -1.96965  0.07266
H  3.17031  -5.29132  0.94231
H  4.91970  -5.27550  1.39259
H  2.22336  -2.83246  3.45423
H  1.63020  -3.92283  2.14416
H  5.68664  -3.87800  3.15255
H  4.52876  -2.81325  4.04014

Summary:
- total energy (eV) = -152127.4599
- F_max (Eh/bohr) = 0.0699
- ΔE to the lowest compared entry with this formula, charge and spin (kJ/mol) = 0.0
- ⟨S²⟩ = 2.01
- lowest unoccupied orbital energy (alpha / beta) (eV) = -5.51 / -9.07
- net charge = +2
- spin multiplicity = 3